Record 1
114
Properties=species:S:1:pos:R:3:forces:R:3:mulliken_charge:R:1 method="wB97M-V/def2-TZVPD" total_energy_ha=-3903.510000 charge=-1 orbital_gap_ev=6.16 relative_energy_kcal_mol=0.0 homo_energy_ev=-3.81
Ir -0.382785 -0.120297 0.136947 0.4 -0.9 0.4 1.15
C 4.776257 2.962423 3.714920 -0.1 0.0 0.0 -1.57
C 3.966242 2.093845 2.787475 0.0 0.0 0.0 0.59
C 4.328310 1.900253 1.456100 0.0 0.0 0.0 -1.36
C 3.564939 1.110912 0.628389 0.0 -0.1 0.0 -0.04
C 2.400088 0.446231 1.072912 0.1 0.1 -0.2 -0.78
N 1.646271 -0.265447 0.149597 0.2 -0.4 0.2 1.01
C 2.349687 -0.946729 -0.841441 -0.1 0.1 0.0 -0.24
C 3.487711 -1.683433 -0.468485 0.1 0.1 -0.1 0.49
C 4.252651 -2.379179 -1.380919 0.0 0.0 0.0 -1.14
C 3.918274 -2.384741 -2.729652 0.0 0.0 0.0 0.62
C 4.737124 -3.132393 -3.750192 0.0 0.0 0.0 -1.68
C 2.788028 -1.675750 -3.110114 0.0 0.0 0.0 -0.81
C 1.994224 -0.964657 -2.211931 0.0 0.1 0.0 -0.83
C 0.733799 -0.207292 -2.659413 0.2 -0.3 0.1 1.74
O -0.319157 -0.464641 -1.836064 -0.5 0.7 -0.6 -0.16
C 0.188780 -0.718877 -4.036146 0.0 0.0 0.1 0.01
F -0.030418 -2.047759 -3.970742 0.1 0.0 0.0 -0.27
F -0.978659 -0.140690 -4.333623 0.0 0.1 0.0 -0.29
F 0.982878 -0.526731 -5.110996 0.0 0.0 0.0 -0.27
C 1.064136 1.314457 -2.814265 -0.1 0.0 0.0 0.03
F 1.810627 1.560921 -3.916882 0.0 0.0 0.0 -0.33
F -0.047227 2.050576 -2.919391 0.0 0.0 0.0 -0.27
F 1.774159 1.792287 -1.789652 0.0 0.0 0.1 -0.11
C 2.026452 0.649877 2.412953 0.0 0.0 0.0 -0.08
C 2.817943 1.462116 3.228080 0.0 0.0 0.0 -1.10
C 0.828385 -0.096111 3.004644 0.0 0.2 0.1 1.98
O -0.193283 -0.423647 2.177749 -0.5 0.1 0.1 -0.61
C 0.172338 0.726943 4.175062 -0.1 0.1 -0.1 0.32
F 0.870941 0.755970 5.335535 0.0 0.0 0.1 -0.29
F -0.027147 1.998716 3.807721 0.0 0.0 0.0 -0.22
F -1.030899 0.228556 4.502649 0.0 -0.1 0.0 -0.18
C 1.407768 -1.410854 3.617460 0.0 0.1 0.0 0.19
F 2.395985 -1.205531 4.513791 0.0 0.0 0.0 -0.34
F 0.467938 -2.138169 4.253894 -0.1 0.0 0.0 -0.26
F 1.930551 -2.183385 2.660097 0.0 -0.1 -0.1 -0.15
H 5.771870 3.146206 3.309365 0.0 0.0 0.0 0.39
H 4.890061 2.491797 4.693271 0.0 0.0 0.0 0.38
H 4.297630 3.932219 3.874429 0.0 0.0 0.0 0.27
H 5.206532 2.396680 1.055583 0.0 0.0 0.0 0.30
H 3.839257 1.008648 -0.412627 0.0 0.0 0.0 0.52
H 3.757061 -1.698939 0.580489 0.0 0.0 0.0 0.46
H 5.118271 -2.935724 -1.034602 0.0 0.0 0.0 0.25
H 5.676670 -3.478999 -3.317982 0.0 0.0 0.0 0.40
H 4.974889 -2.497604 -4.606092 0.0 0.0 0.0 0.38
H 4.203419 -4.006456 -4.132435 0.0 0.0 0.0 0.28
H 2.532914 -1.673762 -4.160351 0.0 0.0 0.0 0.57
H 2.545268 1.597439 4.265528 0.0 0.0 0.0 0.58
C -3.590084 -0.608216 -0.453077 0.1 -0.1 0.0 -0.33
N -2.459813 0.281210 -0.219312 0.1 0.0 0.5 0.11
C -2.698336 1.550385 -0.201077 0.0 0.0 -0.1 0.31
C -1.639008 2.437695 0.067756 -0.1 -0.1 0.0 -0.21
C -1.565486 3.820613 0.225988 0.1 0.0 0.1 -1.19
C -0.243017 4.088681 0.576760 0.0 0.0 0.0 -1.07
C 0.431839 2.863449 0.613797 -0.1 -0.1 -0.1 -0.61
N -0.408409 1.863143 0.297998 0.2 0.5 -0.2 1.20
C -3.747847 -1.143019 -1.860600 -0.1 0.1 0.0 0.16
C -2.774523 -1.924293 -2.474816 0.0 -0.1 0.0 1.30
C -2.993403 -2.443917 -3.741306 -0.1 -0.1 0.0 -0.34
C -4.182991 -2.194063 -4.413922 0.0 0.0 0.0 -0.96
C -5.152882 -1.405413 -3.815214 0.0 0.0 0.0 -0.87
C -4.930311 -0.883940 -2.546982 0.0 0.0 0.0 -0.32
H -4.516959 -0.081157 -0.204104 0.0 0.0 0.1 0.65
H -3.485506 -1.443062 0.237390 0.0 -0.1 0.0 -1.55
H -3.702344 1.935646 -0.378403 0.0 0.0 0.0 0.37
H -2.379911 4.519876 0.117635 0.0 0.0 0.0 0.49
H 0.196776 5.050761 0.786285 0.0 0.0 0.0 0.49
H 1.468989 2.693307 0.835545 0.1 0.0 0.0 0.23
H -1.833437 -2.085427 -1.968449 0.0 0.0 0.0 -0.30
H -2.218983 -3.035883 -4.214037 0.0 0.0 0.0 0.60
H -4.345705 -2.598814 -5.405402 0.0 0.0 0.0 0.41
H -6.079992 -1.192381 -4.333386 0.0 0.0 0.0 0.38
H -5.692128 -0.267386 -2.081642 0.0 0.0 0.0 0.37
O -0.943785 -2.301352 0.189181 -0.2 0.3 -0.1 1.24
P -1.090460 -3.530429 1.018429 0.4 -0.2 0.0 -2.74
N -2.062994 -4.694295 0.300634 -0.1 0.2 -0.2 0.26
C -3.519167 -4.498614 0.294371 0.0 -0.1 0.0 0.37
C -4.010464 -5.656194 -0.561320 0.0 0.0 0.0 -0.92
C -2.948005 -5.758215 -1.664250 0.0 0.0 0.0 -0.86
C -1.667276 -5.165998 -1.044194 0.0 -0.1 0.1 0.50
N 0.383865 -4.247862 1.149567 -0.1 -0.2 -0.2 0.94
C 0.609167 -5.528077 1.828998 0.0 0.1 0.0 -0.54
C 1.952682 -6.010160 1.278457 0.0 0.0 0.0 -0.93
C 1.984424 -5.429635 -0.134236 0.0 0.0 0.1 -0.85
C 1.381257 -4.045905 0.070162 0.0 0.0 0.2 0.75
N -1.770627 -3.322802 2.491848 -0.1 0.1 0.0 1.14
C -1.926068 -4.395110 3.479781 0.0 0.0 0.0 -0.66
C -3.181832 -4.004323 4.251580 0.0 0.0 0.0 -0.73
C -3.112250 -2.478549 4.238941 0.0 0.0 0.0 -1.00
C -2.616084 -2.158335 2.831673 0.0 0.0 0.0 0.66
H -3.804233 -3.546973 -0.171362 0.0 0.0 0.0 -0.26
H -3.909439 -4.522777 1.311576 0.0 0.0 0.0 -0.11
H -5.010321 -5.479029 -0.957263 0.0 0.0 0.0 0.41
H -4.030263 -6.570412 0.035564 0.0 0.0 0.0 0.36
H -3.245128 -5.174681 -2.535186 0.0 0.0 0.0 0.25
H -2.797741 -6.788982 -1.984585 0.0 0.0 0.0 0.42
H -1.285870 -4.345886 -1.657261 0.0 0.0 0.0 -0.33
H -0.876997 -5.911951 -0.948358 0.0 0.0 0.0 0.11
H -0.190935 -6.240943 1.593095 0.0 0.0 0.0 0.41
H 0.645170 -5.393474 2.911424 0.0 0.0 0.0 0.14
H 2.041805 -7.096324 1.309758 0.0 0.0 0.0 0.47
H 2.765857 -5.579440 1.866480 0.0 0.0 0.0 0.31
H 1.367474 -6.031996 -0.805712 0.0 0.0 0.0 0.21
H 2.990007 -5.374962 -0.551162 0.0 0.0 0.0 0.44
H 0.922351 -3.621182 -0.821948 0.0 0.0 0.0 -0.12
H 2.146382 -3.345288 0.400693 -0.1 -0.1 0.0 -0.58
H -1.063312 -4.413484 4.153389 0.0 0.0 0.0 0.23
H -2.010119 -5.371486 2.997378 0.0 0.0 0.0 0.30
H -3.194553 -4.431118 5.254832 0.0 0.0 0.0 0.43
H -4.075276 -4.346024 3.721806 0.0 0.0 0.0 0.26
H -2.393618 -2.129275 4.980799 0.0 0.0 0.0 0.32
H -4.074043 -2.007184 4.440621 0.0 0.0 0.0 0.46
H -2.034436 -1.242293 2.772183 0.0 0.0 0.0 -0.73
H -3.471427 -2.089850 2.153044 0.0 0.0 0.0 0.10

***

Record 2
21
Properties=species:S:1:pos:R:3:forces:R:3:nbo_charge:R:1 method="wB97M-V/def2-TZVPD" total_energy_ha=-686.216997 charge=0 orbital_gap_ev="7.36 / 7.36" relative_energy_kcal_mol=75.4 homo_energy_ev="-7.79 / -7.79"
C -1.257141 -0.791865 -1.890520 3.2 0.2 2.2 -0.64
C 0.515167 -2.193555 -0.680579 -3.0 -0.3 -0.9 -0.63
C -1.128315 -0.826718 0.713658 -2.5 -1.6 -2.9 -0.62
C -0.345687 -0.841688 -0.566346 0.8 -1.2 -0.9 0.28
N 0.225516 3.106814 0.889308 -0.8 -0.2 -0.8 -1.19
N 2.184273 1.945272 1.736403 0.3 0.5 0.0 -1.16
O 0.602273 0.132767 -0.486437 0.5 3.1 1.1 -0.82
P 0.524528 1.638779 1.647806 2.6 -0.4 -1.3 1.35
H -1.977046 -0.043862 -1.854332 -0.8 2.1 -0.3 0.20
H -0.499482 -0.811596 -2.653857 -0.2 0.8 -0.8 0.21
H -1.810894 -1.644601 -2.012585 -1.3 -2.6 0.0 0.19
H -0.222475 -3.074264 -0.612800 1.4 0.9 0.5 0.19
H 1.345817 -2.128677 -0.013056 0.2 -0.4 0.8 0.21
H 0.924855 -2.301579 -1.684343 0.1 0.4 -0.1 0.20
H -1.684363 -1.753333 0.649319 -0.4 -0.4 0.9 0.20
H -0.511700 -0.742431 1.508483 2.0 -0.3 2.6 0.19
H -1.857158 -0.045723 0.781513 -0.5 0.8 -0.3 0.19
H -0.712729 3.428642 1.055337 -0.5 0.2 0.4 0.39
H 0.193940 2.880262 -0.102145 0.5 0.2 -0.5 0.42
H 2.722527 2.777896 1.315857 -1.6 -1.9 0.8 0.43
H 2.768095 1.289460 2.259317 -0.2 0.3 -0.5 0.41

***

Record 3
12
Properties=species:S:1:pos:R:3:forces:R:3:nbo_charge:R:1 method="wB97M-V/def2-TZVPD" total_energy_ha=-1099.389624 charge=0 orbital_gap_ev=10.18 relative_energy_kcal_mol=129.7 homo_energy_ev=-9.94
C 0.283573 0.217897 -1.552505 1.3 -0.7 -0.7 -1.09
O 0.745735 -0.599839 2.993560 0.3 -0.1 0.2 -0.98
O -0.949580 -0.679084 0.817984 0.5 0.1 -0.3 -1.04
O -2.550757 -0.378779 -1.210268 0.5 -1.2 -0.7 -0.48
O -2.234418 1.010169 -0.787095 -0.1 1.9 0.4 -0.51
O 1.864935 0.210266 0.931376 1.2 -0.4 -0.7 -1.13
P 0.758974 0.492263 1.842411 -1.5 1.7 0.8 1.55
P -1.124585 -0.081436 -0.515633 -0.9 -1.0 0.1 2.28
H -0.123727 0.853460 -2.369429 0.5 -0.4 0.5 0.27
H 1.030287 0.799539 -0.843248 -1.2 -1.4 -1.7 0.33
H 0.740311 -0.792130 -2.047624 -1.0 2.5 1.6 0.30
H 1.559251 -1.052325 2.740470 0.4 -1.0 0.5 0.50

***

Record 4
20
Properties=species:S:1:pos:R:3:forces:R:3:nbo_charge:R:1 method="wB97M-V/def2-TZVPD" total_energy_ha=-365.416005 charge=0 smiles=NCCCCO.O orbital_gap_ev=9.54 relative_energy_kcal_mol=16.6 homo_energy_ev=-8.97
N -1.160491 0.646392 1.912967 -0.2 0.5 -0.1 -0.85
C 0.170014 0.680936 1.316677 0.6 -1.1 -0.3 -0.21
C 0.753668 -0.735986 1.091929 -0.7 0.4 0.0 -0.40
C 0.093770 -1.494802 -0.073058 0.1 0.6 0.5 -0.42
C 0.485100 -0.963928 -1.437845 0.2 0.0 0.3 -0.06
O 1.829549 -1.345150 -1.726287 0.1 -0.2 -0.4 -0.73
H -1.711197 1.436753 1.586153 0.2 -0.1 0.1 0.37
H -1.683969 -0.178695 1.662519 0.1 -0.2 -0.1 0.34
H 0.870378 1.145619 2.008095 -0.1 0.5 0.0 0.19
H 0.221541 1.194377 0.345428 -0.1 0.3 0.3 0.16
H 1.827688 -0.638541 0.921626 0.0 -0.2 0.1 0.22
H 0.560841 -1.303002 2.009543 0.3 0.0 0.0 0.20
H 0.401169 -2.532735 -0.004967 -0.2 -0.3 -0.2 0.22
H -0.991244 -1.427729 0.072085 0.0 -0.2 -0.2 0.19
H -0.185017 -1.338002 -2.197356 -0.3 -0.2 -0.3 0.16
H 0.436499 0.125790 -1.464549 -0.1 0.1 0.0 0.15
H 1.851930 -1.744567 -2.605533 0.1 0.2 0.3 0.47
O -1.695675 2.686304 -0.631440 0.0 0.2 0.2 -0.94
H -1.533232 1.958049 -1.236014 -0.2 0.0 -0.1 0.47
H -2.537652 3.083493 -0.878754 0.1 -0.2 -0.1 0.48